ORCA calculation (ωB97M-V/def2-TZVPD) on a molecular structure, C19H32N2OP2Ru.

XYZ file:
```
57
Properties=species:S:1:pos:R:3:forces:R:3
C -0.5624 2.3706 -1.7319 0.0129 0.4089 0.3834
C -0.1596 1.2712 -2.6904 -0.0321 -1.0095 0.6952
N -0.0135 0.0603 -2.0918 0.1437 0.1015 -2.3221
C 0.2312 -1.1090 -2.8277 -0.1493 1.9296 -1.0450
C 0.3350 -0.9541 -4.2593 0.0688 -0.6569 0.7642
C 0.2112 0.2869 -4.8482 -0.1352 0.9029 0.1657
C -0.0429 1.4484 -4.0617 0.1555 -0.9568 -0.6310
C 0.3437 -2.3139 -2.1299 0.1762 -0.5124 -0.4853
P 0.1997 -2.2315 -0.3587 -0.3445 -0.5548 2.0951
H -0.1612 2.4362 -4.5143 0.0799 -0.4042 0.1488
H 0.5267 -1.8446 -4.8654 -0.0864 0.3663 0.1981
H 0.3076 0.3823 -5.9358 -0.0480 -0.0427 0.4897
C 1.4993 2.6273 -0.4661 0.0307 0.2451 -0.0756
C -0.6439 2.9832 0.6269 -0.0392 0.3058 -0.2283
H 0.5205 -3.2516 -2.6677 -0.0553 0.4046 0.1043
H -1.6529 2.3192 -1.5647 0.3726 0.0231 -0.1910
H -0.3329 3.3727 -2.1453 -0.0834 -0.4191 0.1333
C 1.6512 -3.0868 0.4044 0.0573 -0.0541 -0.6256
C -1.1703 -3.3898 0.1481 0.1073 -0.0290 -0.5804
H 1.5525 -3.0761 1.5038 -0.0984 0.0072 -0.4780
H 1.7245 -4.1304 0.0504 0.0179 0.4058 0.2412
H 2.5601 -2.5343 0.1202 -0.2740 -0.2529 0.1446
H -1.2579 -3.4187 1.2485 0.1558 0.0481 -0.5729
H -2.1231 -3.0359 -0.2826 0.3047 -0.1980 0.1983
H -0.9806 -4.4114 -0.2273 -0.1305 0.3931 0.1932
H -0.6606 4.0609 0.3610 -0.0019 -0.4597 0.1580
H -1.6755 2.6072 0.7015 0.3541 0.2183 -0.0449
H -0.1432 2.8558 1.5980 -0.0829 0.1579 -0.4611
H 1.5596 3.7114 -0.6992 0.0086 -0.4722 0.1099
H 1.9871 2.4221 0.4971 -0.1516 0.1112 -0.3730
H 2.0065 2.0504 -1.2528 -0.1040 0.2448 0.3037
Ru 0.0000 0.0000 0.0000 -0.2125 -0.4541 1.0050
H 1.5821 -0.0621 0.0299 0.1117 -0.0259 0.0878
O -2.3359 0.1726 -0.3442 0.1575 -0.7049 -0.0273
H -2.6636 -0.5181 0.2606 -0.1315 0.2790 -0.3966
H -2.3004 -0.2649 -1.2194 -0.2760 0.2780 0.4082
N 0.0820 2.1943 -0.3929 0.0050 0.1080 -0.0261
C -0.8031 -1.6932 3.3314 0.0588 -2.0012 -0.1400
P 0.0410 -0.2386 2.5735 -0.4999 0.0490 -0.5277
C -1.4922 0.7456 2.8595 0.0723 1.1406 1.6515
C 1.0851 -0.2878 4.0535 -1.1015 0.5780 -0.3955
C 2.2381 -1.0847 4.0564 -1.0049 -0.3876 -2.8023
C 3.0064 -1.2129 5.2187 2.2775 -0.6601 2.2929
C 2.6241 -0.5481 6.3870 -0.0246 0.1065 0.3530
C 1.4818 0.2539 6.3918 1.6736 0.1168 3.0142
C 0.7130 0.3888 5.2296 -1.9031 1.0691 -1.4603
H -1.7523 -1.8892 2.7904 0.5319 0.1619 0.1588
H -1.0710 -1.5542 4.4025 0.2618 0.0935 -0.6874
H -0.1602 -2.5931 3.2417 -0.5011 0.3240 0.1674
H -1.9397 0.5221 3.8499 0.1885 -0.2051 -0.5308
H -1.2904 1.8191 2.9264 -0.1742 -0.1801 -0.4012
H -2.2663 0.5398 2.1086 0.4752 0.0933 0.0902
H 2.5346 -1.6232 3.1658 -0.1104 0.0388 -0.0712
H 3.8896 -1.8378 5.2178 -0.0457 0.0811 0.0192
H 3.2105 -0.6612 7.2904 -0.0380 -0.0150 -0.0164
H 1.1810 0.7603 7.3008 0.0687 -0.0717 -0.0554
H -0.1762 0.9993 5.2679 -0.0884 -0.0639 -0.1227
```
Forces are in eV/Å.

Results
Charge: +2
HOMO (spin up / spin down): -10.631 / -13.884 eV
⟨S²⟩: 12.070
E_tot: -1704.6642 Ha
Lowest unoccupied orbital energy (spin up / spin down): -0.2176 / -0.3533 Eh
2S+1: 7